Record 1
Density functional theory data (ωB97M-V/def2-TZVPD) for a 2-piece molecular cluster, C4H6O2 overall in a non-equilibrium geometry.

Output
E_tot = -8338.2975 eV
SMILES = C=C=O.C=CO

Element x y z (Å)
C1 1.457 -1.392 0.795
C2 0.506 -0.710 1.385
O1 -0.351 -0.146 1.957
H1 1.840 -2.241 1.350
H2 1.846 -1.121 -0.181
C3 -0.021 1.308 -0.885
C4 -1.064 0.505 -1.113
O2 -2.038 0.112 -0.251
H3 0.662 1.531 -1.702
H4 0.159 1.808 0.066
H5 -1.218 0.040 -2.087
H6 -1.779 0.306 0.666

Atomic partial charges in e from the natural (NBO) method, atoms 1 to 6: C -0.772; C 0.742; O -0.515; H 0.267; H 0.277; C -0.574

---

Record 2
Density functional theory data (ωB97M-V/def2-TZVPD) for a 3-piece molecular cluster, C4H6O2 overall in a non-equilibrium geometry.

Output
E_tot = -8337.9226 eV

Element x y z (Å)
O1 -1.592 -2.415 0.420
C1 -1.203 -1.403 0.755
C2 0.361 -0.591 -1.564
C3 0.976 0.561 -1.316
O2 0.359 1.746 1.210
C4 -0.301 0.971 1.852
H1 -0.646 -0.623 -1.972
H2 0.831 -1.548 -1.354
H3 1.972 0.598 -0.884
H4 0.497 1.518 -1.499
H5 -1.407 1.013 1.881
H6 0.153 0.172 2.469

Atomic partial charges in e from the natural (NBO) method, atoms 1 to 6: O -0.497; C 0.515; C -0.434; C -0.353; O -0.517; C 0.284

---

Record 3
Density functional theory data (ωB97M-V/def2-TZVPD) for one molecule with the formula C4H6O2.

Output
E_tot = -8337.8505 eV
SMILES = C=COCC=O

Element x y z (Å)
C1 -1.550 -0.649 0.094
C2 -0.497 -0.697 0.899
O1 0.726 -1.137 0.425
C3 1.381 -0.036 -0.216
C4 0.376 1.079 -0.532
O2 0.334 2.141 0.039
H1 -2.448 -0.103 0.352
H2 -1.486 -1.089 -0.899
H3 -0.487 -0.297 1.913
H4 1.810 -0.397 -1.160
H5 2.174 0.366 0.424
H6 -0.333 0.820 -1.340

Atomic partial charges in e from the natural (NBO) method, atoms 1 to 6: C -0.449; C 0.125; O -0.525; C -0.164; C 0.407; O -0.515

---

Record 4
Density functional theory data (ωB97M-V/def2-TZVPD) for one molecule with the formula C4H6O2.

Output
E_tot = -8339.1277 eV
SMILES = O=C1CC[C@@H]1O

Element x y z (Å)
O1 0.672 1.533 -1.467
C1 0.146 0.650 -0.841
C2 -1.226 0.444 -0.210
C3 -0.534 -0.541 0.773
C4 0.751 -0.540 -0.098
O2 1.974 -0.281 0.531
H1 -1.668 1.351 0.213
H2 -1.952 -0.022 -0.883
H3 -1.015 -1.513 0.899
H4 -0.338 -0.098 1.752
H5 0.808 -1.443 -0.725
H6 2.381 0.459 0.056

Atomic partial charges in e from the natural (NBO) method, atoms 1 to 6: O -0.517; C 0.585; C -0.527; C -0.418; C -0.011; O -0.700